Model A:
A molecular structure, C15H11AuN3O5, computed with the ωB97M-V functional and the def2-TZVPD basis.

```
35
Properties=species:S:1:pos:R:3
Au 0.912 2.555 -0.498
O 0.632 1.603 -3.096
O 2.788 2.919 0.217
O -1.134 2.638 -0.930
O 4.490 2.260 1.494
O 1.133 3.579 -2.517
N 1.846 0.327 0.399
N -1.821 1.508 -1.063
N 0.920 2.739 -3.418
C 2.686 0.770 1.295
C -3.072 0.086 -2.456
C -0.534 -2.959 1.164
C -2.710 -0.484 -0.155
C 0.366 -2.577 2.118
C -2.065 0.727 -0.001
C 1.242 -1.490 1.874
C 2.930 0.098 2.518
C -2.307 1.214 -2.281
C 0.369 -1.370 -0.400
C -3.297 -0.764 -1.381
C -0.557 -2.324 -0.107
C 2.177 -0.993 2.822
C 1.177 -0.835 0.633
C 3.401 2.079 0.991
H -3.476 -0.122 -3.436
H -3.153 -0.894 0.744
H 2.275 -1.488 3.781
H -1.249 -3.742 1.381
H -1.631 1.082 0.923
H 3.678 0.500 3.186
H -2.043 1.923 -3.049
H 0.407 -3.084 3.074
H -3.865 -1.674 -1.521
H -0.948 -2.910 -0.933
H 0.430 -0.896 -1.375
```

Expectation value of S²: 0.759
Frontier orbital gap (alpha / beta) in Eh: 0.2785 / 0.2506
Spin multiplicity: 2
E_HOMO (alpha / beta) in eV: -8.4 / -8.7


Model B:
A molecular structure, C15H11AuN3O5, computed with the ωB97M-V functional and the def2-TZVPD basis.

```
35
Properties=species:S:1:pos:R:3
Au -1.286 -1.258 0.000
O -3.481 -0.330 0.037
O -2.128 1.191 -0.504
O -1.795 -2.688 -1.428
O -0.911 -4.138 -2.880
O -1.087 -0.414 1.979
N -1.731 0.711 2.255
N -3.304 0.853 -0.368
N 0.601 -1.491 -1.168
C 1.663 -3.010 -2.659
C 2.898 1.171 -0.232
C 1.755 0.432 -0.318
C -1.060 1.875 2.223
C -0.822 -3.206 -2.112
C -3.030 0.669 2.575
C 2.913 -1.171 -1.750
C 1.744 -0.758 -1.072
C 2.843 -2.342 -2.539
C -3.053 3.048 2.808
C 0.541 -2.535 -1.949
C 4.085 -0.389 -1.631
C -1.701 3.059 2.498
C 4.080 0.755 -0.887
C -3.714 1.834 2.849
H -1.138 3.981 2.460
H 2.898 2.094 0.335
H -3.581 3.970 3.005
H 4.978 1.352 -0.806
H -4.768 1.775 3.081
H 1.537 -3.888 -3.277
H 0.832 0.752 0.152
H -3.478 -0.310 2.563
H -0.016 1.790 1.968
H 4.983 -0.705 -2.150
H 3.733 -2.680 -3.058
```

Expectation value of S²: 0.755
Frontier orbital gap (alpha / beta) in Eh: 0.2830 / 0.2646
Spin multiplicity: 2
E_HOMO (alpha / beta) in eV: -8.3 / -8.6


Stability summary: most stable model B, least stable model A.


Model A:
6 unconnected molecules or ions with the total composition C12H36O6, computed with the ωB97M-V functional and the def2-TZVPD basis.

```
54
Properties=species:S:1:pos:R:3
O -0.592 -1.316 1.266
O 3.008 -3.415 -2.315
O -1.393 3.896 -1.503
O -1.268 -4.005 0.707
O 1.436 -0.888 3.282
O 0.261 2.277 -3.084
C -1.156 2.265 -5.071
C 0.753 1.341 3.807
C 2.193 -2.972 -0.054
C -1.147 -4.213 3.157
C -1.196 5.782 -0.079
C -0.471 0.815 0.050
C -0.521 4.500 -0.558
C 2.184 -2.570 -1.555
C -0.834 1.606 -3.727
C -0.807 -4.828 1.799
C -0.982 -0.621 0.077
C 1.813 0.486 3.138
H 0.760 -1.065 2.604
H 1.831 0.710 2.069
H -2.072 5.495 0.504
H -2.229 -3.936 0.739
H -0.660 -4.792 3.940
H -0.334 2.099 -5.771
H 0.436 0.910 -0.550
H 0.266 -4.947 1.669
H -1.345 3.331 -4.950
H 2.817 0.615 3.532
H 1.800 -2.130 0.517
H -2.229 -4.164 3.258
H -0.208 1.148 3.331
H -1.268 -5.806 1.628
H 3.238 -3.016 0.268
H -0.335 3.790 0.260
H -0.488 6.375 0.500
H -2.076 -0.704 0.035
H -2.057 1.805 -5.482
H -0.204 1.153 1.049
H -1.751 1.704 -3.150
H -0.545 0.568 -3.894
H 0.978 2.321 -3.724
H 1.126 -2.619 -1.856
H -1.585 6.368 -0.910
H -0.849 -2.248 1.101
H -0.866 3.259 -2.023
H 0.639 1.197 4.882
H -0.708 -3.216 3.173
H 0.469 4.680 -0.999
H -1.197 1.483 -0.412
H 2.450 -1.519 -1.654
H 2.866 -4.326 -2.051
H 1.725 -3.937 0.113
H 0.943 2.420 3.736
H -0.620 -1.145 -0.817
```

Structure (SMILES): CCO.CCO.CCO.CCO.CCO.CCO
Frontier orbital gap in Eh: 0.3733
E_HOMO in eV: -9.6


Model B:
6 unconnected molecules or ions with the total composition C12H36O6, computed with the ωB97M-V functional and the def2-TZVPD basis.

```
54
Properties=species:S:1:pos:R:3
O 1.843 3.158 -1.013
O -4.005 2.376 1.384
O -2.157 -0.443 -2.869
O 5.914 0.178 -2.593
O 0.225 -0.088 -1.217
O -0.318 -1.472 5.227
C -0.710 -3.594 4.158
C 3.130 3.677 -0.665
C -3.277 -1.221 -3.252
C 0.414 -1.061 -0.258
C -4.308 -1.052 -2.118
C -2.175 1.550 2.414
C -0.842 -1.918 -0.023
C 3.252 5.186 -0.727
C 3.594 -0.666 -2.418
C -2.959 1.486 1.121
C 5.056 -0.964 -2.742
C -1.299 -2.470 5.094
H -3.923 -1.411 -1.164
H 3.118 -0.139 -3.245
H 3.489 -0.131 -1.475
H -0.757 -3.267 3.119
H -3.019 -2.270 -3.399
H 5.360 -1.776 -2.082
H -2.244 2.443 3.035
H -2.308 1.847 0.325
H 1.316 -1.585 -0.576
H 5.177 -1.191 -3.801
H 4.304 5.465 -0.661
H -3.175 0.459 0.825
H 5.634 0.804 -3.265
H -0.551 -2.675 0.706
H 0.741 -0.644 0.694
H 2.953 5.601 -1.690
H 3.839 3.123 -1.280
H -0.585 -0.371 -1.648
H 3.045 -1.591 -2.238
H -3.672 -1.021 -4.248
H -4.745 2.248 0.786
H -1.266 -4.527 4.245
H 0.110 -1.767 6.034
H -1.714 -2.779 6.053
H 2.678 5.649 0.075
H -5.000 -1.845 -2.403
H 1.932 2.260 -1.341
H -2.371 0.477 -3.041
H -4.666 -0.024 -2.063
H -1.130 1.280 2.260
H 3.360 3.398 0.363
H -1.580 -1.237 0.400
H -2.623 0.797 3.062
H -2.182 -2.075 4.591
H -1.257 -2.440 -0.885
H 0.334 -3.750 4.432
```

Structure (SMILES): CCO.CCO.CCO.CCO.CCO.CCO
Frontier orbital gap in Eh: 0.3780
E_HOMO in eV: -9.7


Stability summary: most stable model A, least stable model B.